Record 1
Here is 7 unconnected molecules or ions with the total composition C56H74BrF8N6O8P2S from the Open Molecules 2025 dataset. Energies are from the ωB97M-V functional and the def2-TZVPD basis.

HOMO ... -0.1737 Ha
Net charge ... -1
HOMO-LUMO gap ... 0.232 hartree

Structure (XYZ):
```
156
Properties=species:S:1:pos:R:3:lowdin_charge:R:1
C -0.655 -3.160 1.993 -0.08
C -0.522 -2.653 0.567 -0.23
P -1.457 -1.034 0.177 0.53
C -2.755 0.380 0.029 -0.29
C -4.171 -0.138 0.724 -0.24
C -5.495 0.733 0.215 -0.21
C -6.785 0.046 1.029 -0.23
C -8.227 0.299 0.277 -0.22
C -9.406 -0.135 1.372 -0.29
C -9.093 -1.587 2.108 -0.18
C -2.249 -1.934 -1.310 -0.29
C -3.129 -3.263 -0.942 -0.23
C -2.731 -4.483 -1.992 -0.21
C -2.635 -5.964 -1.296 -0.19
C -1.270 -6.218 -0.411 -0.19
O -1.206 -7.527 0.258 -0.10
C -2.083 -7.602 1.436 -0.30
C -1.971 -8.989 2.358 -0.02
O -2.989 -6.700 1.820 -0.05
O -0.344 -0.422 -1.066 -0.31
C 0.509 0.704 -0.551 -0.34
S 0.070 2.392 -1.177 0.78
C -0.658 3.601 0.027 -0.20
O 1.366 3.032 -1.790 -0.43
O -0.925 2.241 -2.386 -0.43
C 0.770 0.371 1.021 -0.57
C 2.137 -0.576 0.931 -0.16
C 2.391 -1.509 2.253 -0.19
O 2.549 -2.929 1.905 -0.19
C 3.958 -3.322 1.760 -0.08
C 4.364 -4.288 3.048 -0.13
F 4.868 -5.616 2.532 -0.02
F 3.162 -4.635 3.883 0.02
C 5.576 -3.601 3.921 -0.09
F 6.847 -3.909 3.162 0.00
F 5.431 -2.099 4.004 0.00
C 5.689 -4.127 5.473 -0.14
F 4.548 -3.741 6.341 0.04
F 5.848 -5.606 5.417 0.03
C 7.066 -3.514 6.196 -0.03
F 6.927 -3.723 7.685 -0.04
F 8.247 -4.330 5.731 -0.04
P 1.179 1.721 2.292 0.68
O 1.380 1.047 3.924 -0.42
Br 3.240 2.684 1.889 0.28
O -0.495 -0.296 1.477 -0.35
H -0.936 -4.278 2.259 0.04
H -0.481 -2.454 2.940 0.07
H 0.077 -3.224 -0.273 0.09
H -2.380 -1.521 1.211 0.03
H -2.888 0.789 -1.062 0.08
H -2.389 1.275 0.690 0.06
H -4.427 -1.258 0.509 0.08
H -4.085 0.031 1.902 0.12
H -5.398 1.887 0.429 0.10
H -5.664 0.639 -0.961 0.12
H -6.582 -1.128 0.964 0.11
H -6.867 0.421 2.143 0.12
H -8.408 -0.408 -0.662 0.12
H -8.397 1.422 -0.061 0.09
H -9.539 0.651 2.233 0.09
H -10.473 -0.251 0.857 0.10
H -10.032 -1.913 2.769 0.07
H -8.937 -2.471 1.322 0.09
H -8.192 -1.515 2.878 0.07
H -2.934 -1.202 -1.944 0.10
H -1.350 -2.216 -2.042 0.09
H -3.122 -3.581 0.183 0.10
H -4.264 -2.995 -1.197 0.10
H -3.599 -4.557 -2.808 0.11
H -1.746 -4.289 -2.595 0.10
H -2.600 -6.760 -2.182 0.11
H -3.615 -6.236 -0.677 0.12
H -1.237 -5.381 0.406 0.09
H -0.265 -6.089 -1.044 0.15
H -2.883 -8.989 3.099 0.09
H -1.968 -9.879 1.591 0.09
H -0.919 -8.905 2.903 0.10
H 1.546 0.490 -1.105 0.16
H 0.251 4.149 0.573 0.07
H -1.220 4.472 -0.562 0.10
H -1.324 3.163 0.881 0.06
H 3.103 0.023 0.651 0.09
H 1.952 -1.330 0.024 0.13
H 3.282 -1.056 2.880 0.13
H 1.431 -1.408 2.933 0.11
H 4.706 -2.441 1.574 0.15
H 4.024 -4.037 0.808 0.16
H 7.214 -2.359 5.968 0.19
H 0.479 0.951 4.368 0.07
N -3.923 3.549 -2.237 0.08
C -5.236 3.867 -2.266 -0.16
C -5.923 4.196 -3.423 -0.09
C -5.223 4.205 -4.625 -0.09
C -3.870 3.884 -4.627 -0.07
C -3.270 3.565 -3.420 -0.14
H -5.737 3.849 -1.303 0.09
H -6.979 4.440 -3.388 0.09
H -5.728 4.459 -5.552 0.10
H -3.296 3.883 -5.547 0.08
H -2.217 3.304 -3.370 0.06
N -2.677 2.873 -8.108 0.05
C -1.924 1.904 -7.542 -0.14
C -0.796 1.359 -8.135 -0.07
C -0.416 1.833 -9.386 -0.09
C -1.172 2.829 -9.995 -0.09
C -2.282 3.314 -9.322 -0.16
H -2.263 1.565 -6.567 0.11
H -0.228 0.584 -7.633 0.10
H 0.461 1.429 -9.882 0.10
H -0.903 3.219 -10.970 0.10
H -2.902 4.094 -9.755 0.10
N 10.370 -6.515 -0.159 0.05
C 9.453 -5.642 0.313 -0.15
C 8.875 -5.735 1.568 -0.07
C 9.255 -6.790 2.391 -0.07
C 10.196 -7.707 1.933 -0.08
C 10.721 -7.527 0.663 -0.16
H 9.187 -4.838 -0.368 0.10
H 8.145 -5.004 1.897 0.08
H 8.822 -6.897 3.382 0.11
H 10.513 -8.540 2.550 0.10
H 11.461 -8.214 0.262 0.10
N 6.716 5.639 2.866 0.05
C 6.973 6.961 2.763 -0.17
C 6.489 7.763 1.742 -0.10
C 5.695 7.174 0.763 -0.08
C 5.414 5.814 0.841 -0.08
C 5.941 5.096 1.902 -0.18
H 7.600 7.373 3.549 0.10
H 6.725 8.820 1.711 0.10
H 5.298 7.770 -0.053 0.10
H 4.799 5.325 0.094 0.10
H 5.748 4.032 2.009 0.04
N 9.413 7.688 0.098 0.06
C 9.907 6.492 0.486 -0.14
C 11.200 6.071 0.221 -0.07
C 12.038 6.924 -0.489 -0.09
C 11.557 8.161 -0.904 -0.08
C 10.250 8.496 -0.588 -0.15
H 9.214 5.861 1.035 0.10
H 11.545 5.100 0.560 0.10
H 13.058 6.627 -0.717 0.10
H 12.185 8.848 -1.460 0.10
H 9.829 9.452 -0.887 0.10
N -11.007 2.403 -0.588 0.07
C -10.941 3.138 0.544 -0.15
C -11.917 4.041 0.935 -0.08
C -13.028 4.205 0.115 -0.09
C -13.124 3.464 -1.059 -0.08
C -12.099 2.583 -1.363 -0.15
H -10.053 2.977 1.149 0.10
H -11.813 4.603 1.856 0.10
H -13.813 4.905 0.387 0.10
H -13.977 3.569 -1.719 0.10
H -12.130 1.979 -2.265 0.10
```


Record 2
Here is 11 unconnected molecules or ions with the total composition C56H74O29 from the Open Molecules 2025 dataset. Energies are from the ωB97M-V functional and the def2-TZVPD basis.

HOMO ... -0.3469 Ha
ΔE to the lowest compared entry with this formula, charge and spin ... 0.000 eV
Net charge ... 0
SMILES string ... O=C1C=C(O)C(=O)C=C1O.O=C1C=C(O)C(=O)C=C1O.O=C1C=C(O)C(=O)C=C1O.O=C1C=C(O)C(=O)C=C1O.O=C1C=C(O)C(=O)C=C1O.O=C1C=C(O)C(=O)C=C1O.CCOCC.CCOCC.CCOCC.CCOCC.CCOCC
HOMO-LUMO gap ... 0.269 hartree

Structure (XYZ):
```
159
Properties=species:S:1:pos:R:3:lowdin_charge:R:1
C 3.897 -0.765 0.937 0.06
C 4.621 -1.850 0.782 -0.24
C 5.526 -2.034 -0.440 -0.24
O 6.346 -2.981 -0.567 0.07
C 5.449 -0.876 -1.412 0.07
C 4.630 0.162 -1.285 -0.20
C 3.729 0.344 -0.082 -0.25
O 2.989 1.284 0.246 0.10
O 4.584 1.130 -2.275 0.06
O 4.629 -2.781 1.762 0.08
H 3.386 -0.744 1.888 0.11
H 6.087 -0.976 -2.278 0.14
H 4.173 1.908 -1.891 0.11
H 5.190 -3.547 1.617 0.09
C -6.641 6.008 1.742 0.10
C -6.308 6.287 0.465 -0.23
C -4.991 6.038 -0.115 -0.27
O -4.349 6.366 -1.182 0.07
C -4.166 5.249 0.795 0.05
C -4.431 4.985 2.102 -0.22
C -5.667 5.450 2.744 -0.27
O -5.958 5.282 3.950 0.10
O -3.634 4.297 2.943 0.09
O -7.216 6.920 -0.347 0.08
H -7.640 6.327 1.999 0.13
H -3.212 4.908 0.418 0.12
H -4.067 4.103 3.778 0.11
H -6.819 7.244 -1.159 0.11
C 4.334 -4.441 -2.622 0.06
C 3.235 -3.741 -2.914 -0.21
C 1.892 -4.285 -3.080 -0.30
O 0.908 -3.613 -3.416 0.11
C 1.853 -5.713 -2.908 0.04
C 2.869 -6.453 -2.587 -0.20
C 4.324 -5.907 -2.477 -0.28
O 5.361 -6.517 -2.245 0.11
O 2.716 -7.794 -2.302 0.08
O 3.318 -2.404 -3.207 0.07
H 5.332 -4.032 -2.673 0.13
H 0.882 -6.165 -3.047 0.15
H 3.503 -8.324 -2.455 0.11
H 2.520 -2.226 -3.710 0.05
C 0.580 0.545 5.209 0.06
C -0.546 0.637 6.000 -0.18
C -1.814 1.226 5.495 -0.35
O -2.847 1.389 6.097 0.13
C -1.635 1.862 4.193 0.08
C -0.574 1.554 3.371 -0.19
C 0.724 0.859 3.773 -0.26
O 1.717 0.650 3.034 0.09
O -0.569 1.907 2.072 0.06
O -0.592 0.158 7.303 0.08
H 1.391 0.084 5.752 0.12
H -2.515 2.371 3.829 0.11
H -0.036 1.370 1.482 0.08
H -1.281 0.636 7.769 0.11
C 2.701 1.015 -4.567 0.09
C 2.677 2.349 -4.740 -0.22
C 1.518 3.198 -4.923 -0.29
O 1.443 4.465 -4.948 0.09
C 0.279 2.466 -5.090 0.07
C 0.246 1.160 -4.993 -0.25
C 1.414 0.359 -4.646 -0.28
O 1.324 -0.795 -4.205 0.08
O -0.888 0.486 -5.230 0.11
O 3.807 3.104 -4.722 0.10
H 3.594 0.429 -4.408 0.14
H -0.570 3.090 -5.331 0.15
H -0.851 -0.416 -4.902 0.09
H 3.582 4.028 -4.594 0.11
C 1.762 -7.768 1.959 0.07
C 0.829 -6.999 1.326 -0.22
C 1.279 -5.750 0.613 -0.25
O 0.471 -5.076 -0.087 0.07
C 2.739 -5.548 0.698 0.09
C 3.614 -6.258 1.499 -0.17
C 3.127 -7.456 2.220 -0.35
O 3.695 -8.133 3.055 0.13
O 4.990 -6.143 1.456 0.09
O -0.474 -7.292 1.186 0.11
H 1.356 -8.711 2.293 0.14
H 3.234 -4.703 0.243 0.12
H 5.441 -6.957 1.694 0.12
H -0.836 -6.506 0.770 0.10
C -2.475 -2.356 -3.746 -0.07
C -3.212 -2.880 -5.023 -0.25
O -4.625 -2.855 -4.879 -0.16
C -5.227 -1.577 -4.945 -0.27
C -6.710 -1.697 -5.434 -0.06
H -2.736 -2.993 -2.902 0.08
H -1.388 -2.391 -3.820 0.05
H -2.792 -1.380 -3.377 0.06
H -2.863 -2.401 -5.939 0.11
H -2.876 -3.900 -5.210 0.11
H -5.147 -1.183 -3.932 0.10
H -4.630 -0.782 -5.390 0.11
H -6.827 -2.328 -6.315 0.07
H -7.159 -0.734 -5.676 0.06
H -7.370 -2.091 -4.661 0.07
C 0.075 5.255 2.091 -0.07
C 0.435 6.554 2.815 -0.25
O 0.585 7.588 1.811 -0.16
C 1.320 8.735 2.173 -0.28
C 1.241 9.983 1.204 -0.06
H -0.761 5.494 1.434 0.07
H 0.965 5.121 1.476 0.08
H -0.021 4.356 2.700 0.07
H -0.260 6.767 3.628 0.12
H 1.424 6.287 3.188 0.11
H 0.996 9.062 3.161 0.10
H 2.385 8.588 2.353 0.11
H 0.270 9.967 0.709 0.07
H 1.930 9.914 0.362 0.06
H 1.413 10.914 1.744 0.07
C 4.693 -4.818 5.242 -0.08
C 3.397 -4.070 5.404 -0.23
O 2.554 -4.452 4.267 -0.16
C 1.287 -3.983 4.417 -0.32
C 1.239 -2.552 3.976 -0.07
H 5.248 -4.635 6.162 0.08
H 4.618 -5.892 5.072 0.08
H 5.261 -4.350 4.438 0.07
H 3.025 -4.435 6.361 0.12
H 3.636 -3.018 5.247 0.12
H 0.659 -4.587 3.762 0.11
H 0.888 -4.160 5.415 0.12
H 1.713 -2.248 3.042 0.07
H 1.724 -1.919 4.719 0.06
H 0.221 -2.171 3.904 0.08
C -3.370 -0.158 0.799 -0.05
C -3.090 0.877 -0.301 -0.19
O -4.404 1.170 -0.934 -0.17
C -4.685 2.403 -1.593 -0.31
C -6.007 2.324 -2.204 -0.08
H -3.449 -1.124 0.299 0.07
H -2.619 -0.223 1.587 0.06
H -4.331 -0.054 1.302 0.08
H -2.639 1.765 0.143 0.08
H -2.430 0.551 -1.105 0.09
H -4.709 3.189 -0.839 0.09
H -3.847 2.628 -2.253 0.12
H -6.300 3.295 -2.603 0.08
H -6.780 2.195 -1.447 0.09
H -5.971 1.516 -2.934 0.08
C -0.339 3.151 -0.845 -0.03
C 0.048 1.770 -1.490 -0.21
O 0.145 0.705 -0.499 -0.19
C 0.415 -0.545 -0.999 -0.30
C 0.413 -1.438 0.187 -0.04
H 0.164 3.190 0.121 0.05
H -0.019 3.841 -1.626 0.09
H -1.401 3.100 -0.606 0.05
H -0.752 1.535 -2.192 0.11
H 1.035 1.943 -1.920 0.11
H -0.358 -0.760 -1.736 0.12
H 1.406 -0.610 -1.449 0.11
H 0.545 -2.502 -0.010 0.07
H -0.576 -1.360 0.637 0.07
H 1.090 -1.132 0.984 0.06
```


Number 1: electronic energy -205769.220 eV. Number 2: electronic energy -118637.449 eV.